(1)
ORCA calculation (ωB97M-V/def2-TZVPD) on C38H33FeIP2Si as an isolated structure.

```
76
Properties=species:S:1:pos:R:3
Fe -0.520 -0.258 1.484
C -2.915 -2.814 0.911
Si -1.386 -1.929 0.264
C -1.849 -1.125 -1.394
C -2.227 -1.888 -2.501
C -2.640 -1.285 -3.677
C -2.703 0.100 -3.769
C -2.330 0.881 -2.689
C -1.875 0.273 -1.519
P -1.409 1.208 -0.032
C -2.896 2.133 0.419
C -4.027 1.393 0.762
C -5.200 2.036 1.113
C -5.250 3.425 1.128
C -4.129 4.164 0.787
C -2.950 3.522 0.431
C -0.119 2.428 -0.395
C 0.388 2.661 -1.668
C 1.427 3.565 -1.847
C 1.961 4.241 -0.761
C 1.458 4.013 0.514
C 0.428 3.107 0.696
C -0.056 -3.190 -0.163
C -0.229 -4.521 -0.539
C 0.853 -5.265 -0.984
C 2.117 -4.693 -1.080
C 2.313 -3.374 -0.709
C 1.228 -2.643 -0.231
P 1.336 -0.948 0.394
C 2.234 -0.955 1.966
C 2.657 -2.135 2.575
C 3.204 -2.097 3.847
C 3.327 -0.887 4.521
C 2.903 0.290 3.923
C 2.355 0.258 2.650
C 2.310 -0.057 -0.843
C 1.916 -0.228 -2.172
C 2.648 0.348 -3.195
C 3.773 1.107 -2.897
C 4.158 1.290 -1.579
C 3.432 0.709 -0.549
H -3.348 -3.440 0.126
H -3.689 -2.108 1.219
H -2.677 -3.457 1.758
H -2.206 -2.971 -2.444
H -2.933 -1.892 -4.523
H -3.048 0.568 -4.681
H -2.399 1.961 -2.752
H -3.992 0.308 0.748
H -6.075 1.457 1.377
H -6.167 3.929 1.404
H -4.169 5.245 0.794
H -2.081 4.108 0.160
H -0.009 2.128 -2.522
H 1.821 3.735 -2.840
H 2.771 4.944 -0.906
H 1.870 4.541 1.363
H 0.034 2.936 1.694
H -1.209 -4.981 -0.492
H 0.714 -6.299 -1.273
H 2.949 -5.281 -1.444
H 3.294 -2.921 -0.784
H 2.549 -3.082 2.061
H 3.537 -3.013 4.315
H 3.755 -0.866 5.514
H 2.993 1.231 4.448
H 2.021 1.184 2.188
H 1.043 -0.829 -2.408
H 2.346 0.200 -4.223
H 4.351 1.553 -3.696
H 5.037 1.877 -1.347
H 3.763 0.835 0.473
I -1.414 0.651 3.767
C -0.997 -1.386 2.987
H -1.930 -1.918 3.120
H -0.224 -1.806 3.629
```

## Properties
<S²>: 0.84
Gap between HOMO and LUMO (spin up / spin down), eV: 7.726 / 8.669
Total charge: +1
Spin multiplicity: 2


(2)
ORCA calculation (ωB97M-V/def2-TZVPD) on C38H33N6O3PtS2 as an isolated structure in a non-equilibrium geometry.

```
83
Properties=species:S:1:pos:R:3
Pt 0.605 -0.043 0.383
O -2.685 -3.134 0.731
C -1.943 -4.188 0.372
C -2.486 -5.454 0.569
C -1.757 -6.568 0.220
C -0.464 -6.463 -0.325
C 0.088 -5.231 -0.515
C -0.631 -4.054 -0.167
C -0.024 -2.775 -0.323
O -0.651 -1.671 -0.043
N 1.263 -2.726 -0.775
N 1.648 -1.478 -0.869
C 2.596 -1.122 -1.712
C 2.670 0.197 -2.196
C 3.763 0.529 -3.047
C 3.786 1.691 -3.758
C 2.680 2.558 -3.676
C 1.598 2.273 -2.874
C 1.561 1.109 -2.093
O 0.468 0.918 -1.368
H -2.236 -2.324 0.443
H -3.486 -5.533 0.973
H -2.194 -7.548 0.360
H 0.080 -7.355 -0.598
H 1.076 -5.127 -0.939
H 3.222 -1.908 -2.129
H 4.578 -0.179 -3.126
H 4.621 1.934 -4.398
H 2.674 3.467 -4.264
H 0.742 2.936 -2.846
S 1.623 5.472 -0.434
C 2.300 7.049 -0.532
C 3.435 7.137 0.203
C 3.744 5.935 0.905
C 2.838 4.943 0.685
C 2.741 3.605 1.279
C 2.016 2.613 0.599
N 1.769 1.428 1.136
C 2.258 1.125 2.366
C 3.070 2.014 3.077
C 3.570 1.590 4.359
C 3.227 0.390 4.879
C 2.329 -0.502 4.187
C 1.866 -1.718 4.709
C 0.954 -2.486 4.000
C 0.533 -2.001 2.741
N 0.971 -0.868 2.225
C 1.859 -0.114 2.935
C 0.424 -3.752 4.476
C -0.700 -4.411 4.031
C -0.947 -5.604 4.741
C -0.011 -5.832 5.709
S 1.209 -4.649 5.718
C 3.285 3.281 2.515
H 1.849 7.796 -1.165
H 4.043 8.029 0.242
H 4.615 5.823 1.535
H 1.646 2.774 -0.406
H 4.232 2.252 4.902
H 3.615 0.082 5.841
H 2.212 -2.043 5.682
H -0.178 -2.564 2.159
H -1.364 -4.037 3.262
H -1.793 -6.252 4.568
H 0.042 -6.658 6.400
H 3.869 4.013 3.060
N -1.581 4.093 1.684
C -2.582 3.520 0.721
C -2.022 2.260 0.081
N -1.556 1.268 1.088
C -1.738 1.724 2.475
C -1.123 3.089 2.726
H -1.976 4.917 2.140
H -0.777 4.454 1.152
H -2.789 4.278 -0.031
H -3.495 3.336 1.284
H -1.198 2.499 -0.595
H -2.814 1.831 -0.532
H -2.098 0.418 0.974
H -1.259 1.013 3.149
H -2.796 1.753 2.752
H -0.036 3.070 2.697
H -1.436 3.457 3.701
```

## Properties
Gap between HOMO and LUMO (spin up / spin down), eV: 4.677 / 4.637
Total charge: +3
Spin multiplicity: 1
ΔE to the lowest compared entry with this formula, charge and spin, kJ/mol: 84.30


(3)
ORCA calculation (ωB97M-V/def2-TZVPD) on C38H34AuClNO2P as an isolated structure in a non-equilibrium geometry.

```
78
Properties=species:S:1:pos:R:3
C 1.546 1.370 -0.262
C 0.445 1.994 -0.857
C -0.546 2.299 0.189
H 0.384 2.239 -1.915
C 0.033 1.829 1.444
C 1.257 1.231 1.133
H 1.842 0.681 1.857
H 2.436 0.998 -0.743
H -1.321 3.053 0.132
H -0.394 1.839 2.429
Au -1.618 0.490 -0.373
Cl -2.157 -1.556 0.604
P -3.312 0.212 -1.951
C -4.585 1.384 -1.414
C -5.190 2.270 -2.315
H -4.877 2.282 -3.360
C -6.201 3.118 -1.857
H -6.703 3.775 -2.570
C -6.572 3.104 -0.507
H -7.371 3.758 -0.156
C -5.931 2.246 0.398
H -6.224 2.225 1.450
C -4.922 1.395 -0.050
H -4.377 0.743 0.639
C -2.882 0.739 -3.631
C -1.965 1.794 -3.791
H -1.503 2.238 -2.906
C -1.671 2.268 -5.070
H -0.975 3.101 -5.189
C -2.281 1.693 -6.192
H -2.057 2.076 -7.189
C -3.186 0.636 -6.034
H -3.679 0.194 -6.901
C -3.478 0.146 -4.759
H -4.173 -0.686 -4.634
C -4.223 -1.337 -2.162
C -5.627 -1.351 -2.201
H -6.188 -0.428 -2.044
C -6.300 -2.545 -2.468
H -7.389 -2.539 -2.530
C -5.578 -3.725 -2.672
H -6.107 -4.654 -2.892
C -4.177 -3.715 -2.603
H -3.613 -4.633 -2.781
C -3.497 -2.531 -2.323
H -2.412 -2.509 -2.204
C 1.723 -1.541 5.301
C 2.335 -0.332 4.637
C 1.829 0.939 4.913
C 2.386 2.087 4.335
C 3.399 1.938 3.406
C 3.803 0.638 2.997
N 4.419 0.564 1.764
C 5.049 -0.478 1.046
C 6.399 -0.242 0.703
C 7.131 -1.182 -0.010
C 6.477 -2.313 -0.533
C 5.112 -2.475 -0.313
C 4.400 -1.602 0.513
C 2.944 -1.983 0.809
O 2.868 -3.173 1.220
O 2.014 -1.191 0.584
C 3.422 -0.496 3.761
C 4.107 -1.805 3.668
H 1.359 -2.264 4.551
H 2.449 -2.066 5.941
H 0.874 -1.232 5.927
H 1.010 1.020 5.635
H 2.022 3.079 4.614
H 3.850 2.808 2.918
H 4.619 1.487 1.366
H 6.865 0.688 1.057
H 8.198 -1.032 -0.181
H 7.031 -3.067 -1.089
H 4.569 -3.321 -0.726
H 3.531 -2.531 3.085
H 5.086 -1.702 3.204
H 4.243 -2.220 4.668
```

## Properties
<S²>: 2.05
Gap between HOMO and LUMO (spin up / spin down), eV: 7.379 / 4.056
Total charge: 0
Spin multiplicity: 3